[1]
This record from OMol25 describes a molecular structure, C32H56As3BaClF4N3O6S2. The level of theory is the ωB97M-V functional and the def2-TZVPD basis.

Geometry as XYZ:
```
108
C32H56As3BaClF4N3O6S2 | OMol25 | the ωB97M-V functional and the def2-TZVPD basis
Ba 0.4670 -0.2128 1.2284
C -2.8489 1.0455 2.7089
C -1.8159 1.2607 3.8026
N -0.9485 0.1052 4.0346
C -1.6751 -1.1097 4.4249
C -2.5664 -0.9829 5.6576
C 0.1226 0.4574 4.9813
C 1.4551 0.7299 4.2701
N 1.2385 1.5526 3.1058
C 1.4346 2.8556 3.0490
C 0.7779 3.5673 1.9961
F -0.0884 2.8608 1.2212
C 0.9396 4.9033 1.7548
F 0.2653 5.4658 0.7265
C 1.7643 5.7004 2.5385
C 2.3879 5.0567 3.5940
F 3.2001 5.7715 4.4036
C 2.2404 3.7121 3.8544
F 2.9357 3.1965 4.9000
H -3.4209 1.9627 2.5562
H -3.5518 0.2482 2.9540
H -2.3838 0.7930 1.7520
H -2.3315 1.5612 4.7298
H -1.1686 2.0919 3.5237
H -0.9335 -1.8925 4.5812
H -2.2684 -1.4501 3.5739
H -2.0041 -0.6174 6.5205
H -2.9791 -1.9590 5.9164
H -3.4055 -0.3036 5.4925
H 0.2645 -0.3612 5.6923
H -0.1648 1.3398 5.5707
H 1.8358 -0.2418 3.9200
H 2.1820 1.1014 4.9958
H 1.8956 6.7545 2.3532
O 1.2114 -1.7760 -0.8304
N 1.8612 -2.9056 -0.6224
C 1.5475 -3.9517 -1.4204
C 2.1341 -5.1789 -1.2855
C 3.0914 -5.3433 -0.2837
C 3.4155 -4.2724 0.5072
C 2.8107 -3.0096 0.3590
S 3.2441 -1.6764 1.3491
H 0.7921 -3.7158 -2.1540
H 1.8308 -5.9859 -1.9360
H 3.5656 -6.3027 -0.1243
H 4.1450 -4.3617 1.2988
C -4.1936 -1.9384 0.7953
As -2.5720 -1.5837 -0.2447
C -2.2029 -3.4524 -0.6966
C -3.5034 -1.0599 -1.9137
C -2.6487 -0.5663 -3.1038
C -1.4759 -1.5208 -3.3301
C -2.1644 0.8818 -2.8681
As -0.5615 1.1783 -1.7506
C 0.8490 1.0057 -3.0899
C -0.6507 3.1318 -1.7987
C -3.6080 -0.5601 -4.3172
As -3.1274 -0.3257 -6.2263
C -2.2931 -2.0674 -6.6003
C -1.4715 0.7320 -6.2764
H -4.8825 -2.5698 0.2312
H -4.6923 -1.0059 1.0587
H -3.8885 -2.4629 1.7014
H -2.9218 -3.8078 -1.4373
H -2.2866 -4.0443 0.2120
H -1.1896 -3.5498 -1.0765
H -4.2371 -0.2887 -1.6592
H -4.0657 -1.9481 -2.2180
H -0.8132 -1.5642 -2.4592
H -0.8687 -1.2093 -4.1794
H -1.8346 -2.5355 -3.5242
H -2.9677 1.4567 -2.3964
H -1.9595 1.3655 -3.8250
H 0.5608 1.4829 -4.0279
H 1.1043 -0.0412 -3.2447
H 1.7177 1.5123 -2.6725
H -0.7641 3.4895 -2.8240
H 0.2701 3.5219 -1.3676
H -1.4824 3.4875 -1.1918
H -4.3770 0.1969 -4.1348
H -4.1427 -1.5164 -4.3523
H -2.9943 -2.8655 -6.3571
H -1.3713 -2.2220 -6.0439
H -2.0797 -2.1140 -7.6683
H -1.6671 1.7736 -6.0263
H -1.1094 0.6924 -7.3046
H -0.7016 0.3393 -5.6161
O -2.0542 -4.1971 2.6408
Cl -0.6256 -4.0209 2.5091
O -0.0894 -4.9798 1.5845
O 0.0069 -4.1375 3.7918
O -0.3874 -2.6812 1.9793
C 3.9044 3.9427 -0.9094
C 4.0871 3.4142 0.5009
S 3.5718 1.6914 0.7012
O 2.2410 1.6152 -0.0148
C 4.8076 0.8846 -0.3844
C 4.2012 0.4098 -1.6928
H 4.0407 5.0249 -0.9223
H 2.8966 3.7222 -1.2623
H 4.6192 3.4999 -1.6046
H 3.4724 3.9665 1.2142
H 5.1220 3.4636 0.8489
H 5.1601 0.0308 0.1922
H 5.6325 1.5842 -0.5330
H 3.3405 -0.2317 -1.4980
H 4.9479 -0.1590 -2.2498
H 3.8724 1.2461 -2.3087
```

Output
Gap between HOMO and LUMO ... 6.64 eV
Charge ... -1
HOMO level ... -0.165 Ha
Strongest force on any atom ... 0.0042 Eh/bohr
E_LUMO ... 2.16 eV
Relative energy (zero: lowest compared OMol25 entry of this formula, charge and spin) ... 0.0000 eV

Here are the Mulliken charges for atoms 1 to 4, given in e: Ba -2.38; C -1.18; C -0.42; N 1.32

=====

[2]
This record from OMol25 describes 2 unconnected molecules or ions with the total composition CH2O3 at a distorted geometry. The level of theory is the ωB97M-V functional and the def2-TZVPD basis.

Geometry as XYZ:
```
6
CH2O3 | OMol25 | the ωB97M-V functional and the def2-TZVPD basis
C -0.2222 0.6252 0.1025
O 0.3555 1.3979 0.9334
O 0.8065 1.1915 -0.4619
O 0.0808 -1.7051 0.3597
H -1.2179 0.5113 -0.3541
H 0.1973 -2.0207 -0.5795
```

Output
Gap between HOMO and LUMO (spin up / spin down) ... 8.83 / 8.79 eV
HOMO level (spin up / spin down) ... -0.357 / -0.357 Ha
Strongest force on any atom ... 0.0963 Eh/bohr
E_LUMO (spin up / spin down) ... -0.89 / -0.91 eV
Relative energy (zero: lowest compared OMol25 entry of this formula, charge and spin) ... 8.4889 eV

Here are the Mulliken charges for atoms 1 to 4, given in e: C 0.43; O -0.16; O -0.15; O -0.71

=====

[3]
This record from OMol25 describes a molecular structure, C26H32N2O2 at a distorted geometry. The level of theory is the ωB97M-V functional and the def2-TZVPD basis.

Geometry as XYZ:
```
62
C26H32N2O2 | OMol25 | the ωB97M-V functional and the def2-TZVPD basis
C -3.3180 -4.7572 -1.8164
C -3.9368 -3.7036 -1.0863
H -3.8738 -3.8535 -0.0486
C -3.4155 -2.3448 -1.3238
N -4.1070 -1.4799 -0.6383
C -3.3091 -0.3138 -0.0121
H -3.9602 0.5022 0.3789
C -2.4961 -0.6641 1.0629
O -3.3891 -1.3392 1.9636
H -3.9552 -1.8398 1.4730
C -1.9166 0.7010 1.9658
N -0.9699 1.2777 1.0645
C 0.4193 0.5438 0.8571
C 1.1035 1.6230 0.1236
C 2.4167 1.3925 -0.5012
C 3.2409 0.4257 0.1114
C 4.7042 0.3016 -0.5003
O 5.0525 1.2949 -1.2006
C 5.6543 -0.5584 -0.2017
C 6.8814 -0.3698 0.1390
C 7.7234 -1.4347 0.3111
C 7.1628 -2.6149 0.7628
C 5.9271 -2.8579 0.4819
C 5.0052 -1.9063 0.2340
H 4.0208 -2.0064 -0.3428
H 5.6381 -3.9515 0.5594
H 7.9613 -3.6900 0.8991
H 8.8594 -1.0636 0.5016
H 7.1962 0.5481 -0.0429
H 3.0888 -0.3471 0.7719
H 2.7764 2.2625 -1.1351
C 0.1232 2.5409 -0.4195
C 0.2717 3.7076 -1.1198
C -0.8850 4.3528 -1.3003
C -2.0786 4.1531 -0.5798
C -2.1154 3.3389 0.2998
C -1.0236 2.3139 0.2285
H -3.0760 2.9709 1.0667
H -2.9068 4.9259 -0.6948
H -0.9333 5.4676 -1.8358
H 1.2342 3.8025 -1.5148
H 0.5998 -0.0783 1.7254
H -1.5025 0.0711 2.8940
H -2.6975 1.0590 2.2540
H -1.7599 -1.2971 0.8066
H -2.3976 0.0269 -0.8630
C -5.3402 -0.9818 -0.9681
H -5.2542 0.0290 -1.2948
C -6.5228 -0.9575 -0.0898
C -6.6152 0.0076 1.2201
H -7.3147 -0.1461 1.7787
H -6.4794 1.0070 0.7450
H -5.3953 -0.1400 1.6606
H -6.4454 -2.1517 0.5027
H -7.3849 -0.9937 -0.3912
H -5.6206 -1.3756 -1.6836
H -2.4433 -2.4167 -1.0728
H -3.5841 -2.0477 -2.3147
H -5.1159 -3.5759 -1.3417
H -3.2763 -4.5374 -2.6707
H -2.2566 -4.8847 -1.7041
H -3.7710 -5.7414 -1.6490
```

Output
Gap between HOMO and LUMO ... 7.25 eV
HOMO level ... -0.289 Ha
Strongest force on any atom ... 0.3208 Eh/bohr
E_LUMO ... -0.60 eV
Relative energy (zero: lowest compared OMol25 entry of this formula, charge and spin) ... 23.0645 eV

Here are the Mulliken charges for atoms 1 to 4, given in e: C -2.05; C 0.26; H 0.26; C -1.40

=====

[4]
This record from OMol25 describes 2 unconnected molecules or ions with the total composition C6H14OS. The level of theory is the ωB97M-V functional and the def2-TZVPD basis.

Geometry as XYZ:
```
22
C6H14OS | OMol25 | the ωB97M-V functional and the def2-TZVPD basis
C 1.2285 0.3686 1.1164
C 0.9145 -1.0368 1.6203
C 0.1499 -1.7226 0.4918
S 0.9425 -1.1769 -1.0630
C 1.8602 0.1859 -0.2605
H 1.9016 0.9241 1.7975
H 0.2902 0.9486 1.0236
H 0.3273 -1.0308 2.5587
H 1.8583 -1.5807 1.8173
H -0.9156 -1.4222 0.4897
H 0.1880 -2.8273 0.5520
H 2.9300 -0.0864 -0.1774
H 1.7918 1.0925 -0.8920
C -2.2317 -0.0658 -0.8350
O -1.4265 0.8813 -0.1618
C -0.7534 1.7090 -1.0895
H -2.7328 -0.6838 -0.0710
H -1.6288 -0.7256 -1.4813
H -3.0032 0.4231 -1.4534
H -0.0874 1.1250 -1.7466
H -1.4617 2.2738 -1.7188
H -0.1420 2.4267 -0.5170
```

Output
Gap between HOMO and LUMO ... 9.24 eV
HOMO level ... -0.306 Ha
Strongest force on any atom ... 0.0160 Eh/bohr
Structure (SMILES) ... C1CCSC1.COC
E_LUMO ... 0.91 eV
Relative energy (zero: lowest compared OMol25 entry of this formula, charge and spin) ... 0.4655 eV

Here are the Mulliken charges for atoms 1 to 4, given in e: C -0.31; C -0.77; C -0.09; S -0.23

=====

[5]
This record from OMol25 describes 9 unconnected molecules or ions with the total composition C23H64O19S9 at a distorted geometry. The level of theory is the ωB97M-V functional and the def2-TZVPD basis.

Geometry as XYZ:
```
115
C23H64O19S9 | OMol25 | the ωB97M-V functional and the def2-TZVPD basis
C 10.0340 20.4940 12.3970
S 9.6899 18.7781 12.7861
O 9.9569 17.9399 11.5478
C 11.1781 18.6680 13.8797
H 9.7980 21.1712 13.1898
H 9.3812 20.6318 11.5153
H 11.0829 20.4888 12.0864
H 12.0882 18.8684 13.3095
H 11.1743 17.7384 14.4300
H 11.0378 19.3992 14.6856
C 11.7701 11.1352 9.9810
S 12.2862 9.4974 10.6280
O 10.9982 8.8643 11.0027
C 12.7702 8.7470 9.0201
H 12.6095 11.6424 9.5485
H 11.4803 11.8292 10.8082
H 10.9859 11.0173 9.2647
H 13.0267 7.7318 9.3191
H 13.7186 9.2858 8.6516
H 12.0214 8.8454 8.2669
C 7.4601 13.8093 16.8423
S 6.1305 13.7963 18.2138
O 5.6607 15.2172 18.3912
C 4.8447 13.0541 17.2225
H 8.1266 14.6574 16.9895
H 6.9880 13.9395 15.8601
H 7.9909 12.8776 16.8119
H 4.5340 13.7288 16.3966
H 3.9474 12.8936 17.8408
H 5.1207 12.0839 16.7190
C 11.7858 15.5542 12.5470
S 10.6248 14.2991 13.0615
O 11.3847 13.6321 14.0943
C 9.4696 15.3427 13.9708
H 12.4524 15.0989 11.8272
H 12.3254 15.8533 13.4633
H 11.2834 16.4463 12.1046
H 8.6360 14.6930 14.2681
H 9.0443 16.1659 13.4128
H 9.9153 15.6146 14.9398
O 14.4801 14.9570 8.6571
S 13.1828 15.2041 8.1014
O 12.0050 14.5521 8.6141
O 12.9171 16.7917 8.0644
C 12.7862 17.5235 9.2789
C 11.8033 18.6563 8.9932
C 13.3514 14.9385 6.3612
H 13.7766 17.9593 9.5350
H 12.3995 16.8174 10.0319
H 11.8918 19.3190 9.8258
H 10.7933 18.3087 9.0290
H 12.1040 19.1290 8.0634
H 13.6583 13.8858 6.2813
H 14.1612 15.6278 6.0095
H 12.4822 15.1607 5.7868
O 7.5459 15.1285 6.6632
S 7.4571 15.7233 7.9683
O 6.5278 16.8773 8.0634
O 7.0390 14.5769 8.9514
C 6.3505 15.0070 10.1833
C 6.2362 13.7420 10.9364
C 8.9478 16.2372 8.5652
H 5.4559 15.4881 9.8428
H 7.0189 15.6945 10.7328
H 7.1914 13.2955 11.2234
H 5.5900 13.0373 10.4145
H 5.6975 13.7829 11.9296
H 8.7789 16.6435 9.5730
H 9.3763 16.8801 7.8236
H 9.5279 15.3634 8.6433
O 7.0667 8.7523 14.1308
S 7.5832 10.1142 14.1644
O 6.7058 11.1569 14.6202
O 8.8266 10.1572 15.0557
C 9.6587 8.9649 15.1529
C 9.1601 8.0192 16.2488
C 8.1592 10.4816 12.5969
H 10.7212 9.2664 15.2886
H 9.5550 8.5252 14.1313
H 9.0967 8.6137 17.1541
H 9.7556 7.0686 16.4104
H 8.0957 7.8809 16.0251
H 7.2381 10.6255 11.9646
H 8.7244 9.6309 12.2128
H 8.7858 11.3784 12.6458
O 13.7975 16.4984 18.6222
S 12.9475 17.0040 17.5231
O 13.4763 17.7900 16.3872
O 12.0976 15.9066 16.7653
C 12.1159 14.4421 17.0896
C 13.3689 13.8577 16.4758
C 11.7032 18.0446 18.2966
H 11.3394 14.0172 16.4451
H 11.9088 14.3938 18.1815
H 14.2116 14.0011 17.1764
H 13.4846 14.3751 15.5271
H 13.2705 12.7886 16.3232
H 12.3112 18.9332 18.4518
H 11.2689 17.6323 19.1998
H 10.9892 18.3288 17.5731
O 8.9402 17.3974 16.3470
S 8.0313 18.4861 16.3941
O 8.5326 19.8171 16.5504
O 7.2190 18.2614 15.0417
C 6.2964 19.2729 14.6226
C 5.4917 18.8308 13.3843
C 6.8908 18.2252 17.6261
H 6.8614 20.1692 14.3617
H 5.6441 19.5343 15.4779
H 6.1777 18.6692 12.5458
H 4.8148 19.5544 13.0159
H 4.9024 17.9185 13.5763
H 6.1477 19.0816 17.6226
H 7.4218 18.3490 18.5786
H 6.3673 17.2943 17.6369
```

Output
Gap between HOMO and LUMO ... 9.30 eV
HOMO level ... -0.335 Ha
Strongest force on any atom ... 0.0988 Eh/bohr
E_LUMO ... 0.17 eV
Relative energy (zero: lowest compared OMol25 entry of this formula, charge and spin) ... 0.0000 eV

Here are the Mulliken charges for atoms 1 to 4, given in e: C -1.34; S 0.82; O -0.62; C -0.69

=====

[6]
This record from OMol25 describes a molecular structure, C22H29NO7PPbS3. The level of theory is the ωB97M-V functional and the def2-TZVPD basis.

Geometry as XYZ:
```
64
C22H29NO7PPbS3 | OMol25 | the ωB97M-V functional and the def2-TZVPD basis
Pb -0.3945 0.4458 0.1638
C -4.0348 0.6434 -6.2966
C -3.4774 -0.0661 -5.0931
C -2.4018 -0.9390 -5.2187
C -1.8996 -1.6191 -4.1185
C -2.4990 -1.4280 -2.8830
C -3.5739 -0.5555 -2.7224
C -4.0496 0.1196 -3.8297
S -1.8326 -2.3006 -1.5175
C -3.1962 -3.3353 -1.0541
O -1.7694 -1.2984 -0.3309
H -3.2735 0.7876 -7.0613
H -4.4505 1.6141 -6.0304
H -4.8391 0.0526 -6.7400
H -1.9455 -1.0879 -6.1894
H -1.0608 -2.2964 -4.2271
H -4.0324 -0.4120 -1.7509
H -4.8908 0.7942 -3.7227
H -4.0778 -2.7143 -0.9028
H -2.9124 -3.8506 -0.1383
H -3.3512 -4.0496 -1.8626
O -1.5569 2.3271 2.8951
C -1.0960 1.1323 3.3476
N -0.6950 0.1817 2.5879
S -0.2396 -1.1674 3.5687
O -1.1921 -2.1915 3.3185
O 1.1561 -1.3546 3.3513
C -0.5727 -0.3279 5.0734
C -0.4101 -0.7858 6.3585
C -0.7712 0.0927 7.3813
C -1.2700 1.3632 7.1120
C -1.4255 1.8096 5.8044
C -1.0671 0.9392 4.7904
H -0.0225 -1.7721 6.5738
H -0.6592 -0.2266 8.4091
H -1.5392 2.0133 7.9327
H -1.8108 2.7972 5.5895
C 4.2768 -1.1040 -3.0274
C 4.5911 0.3349 -2.6956
O 3.9052 0.7922 -1.4856
P 2.3335 0.6634 -1.2917
O 2.0641 -0.6387 -0.3382
C 3.0095 -1.1453 0.6712
C 2.8631 -2.6418 0.7373
O 2.1414 1.7724 -0.0858
C 2.6911 3.1140 -0.1921
C 2.3381 3.8603 1.0667
H 4.8576 -1.4047 -3.8999
H 3.2214 -1.2462 -3.2690
H 4.5427 -1.7663 -2.2020
H 4.3269 1.0131 -3.5058
H 5.6445 0.4658 -2.4676
H 2.7739 -0.6605 1.6169
H 4.0106 -0.8462 0.3676
H 1.9004 -2.9357 1.1547
H 3.6446 -3.0520 1.3781
H 2.9706 -3.0815 -0.2549
H 2.2753 3.6000 -1.0779
H 3.7680 3.0294 -0.3171
H 1.2553 3.9689 1.1753
H 2.7712 4.8605 1.0363
H 2.7338 3.3446 1.9423
S -2.1595 3.8071 0.8256
C -1.6170 2.5612 1.5704
```

Output
Gap between HOMO and LUMO (spin up / spin down) ... 7.35 / 6.23 eV
Charge ... +2
HOMO level (spin up / spin down) ... -0.526 / -0.527 Ha
Multiplicity ... 2
Strongest force on any atom ... 0.0151 Eh/bohr
Expectation value of S² ... 0.755
E_LUMO (spin up / spin down) ... -6.96 / -8.11 eV
Relative energy (zero: lowest compared OMol25 entry of this formula, charge and spin) ... 1.6299 eV

Here are the Mulliken charges for atoms 1 to 4, given in e: Pb 1.60; C -1.44; C 0.75; C -0.65

=====

[7]
This record from OMol25 describes a molecular structure, C12H32BF3N2O4V at a distorted geometry. The level of theory is the ωB97M-V functional and the def2-TZVPD basis.

Geometry as XYZ:
```
55
C12H32BF3N2O4V | OMol25 | the ωB97M-V functional and the def2-TZVPD basis
V -0.3778 -0.7326 -0.3933
C -1.5299 0.6556 2.3554
O -2.2291 1.7901 1.7931
O -1.2706 -0.2295 1.4545
C -0.2480 1.1930 3.0154
F 0.4876 0.1697 3.5232
F 0.5829 1.8233 2.1339
F -0.4511 2.0526 4.0196
C -3.1313 2.4560 2.6544
C -3.6554 3.6683 1.9031
H -2.8511 4.3766 1.7038
H -4.0390 3.3297 0.9373
H -4.4471 4.1602 2.4662
H -2.6007 2.8489 3.5267
H -3.9647 1.7972 2.9141
H -2.1686 0.2987 3.1958
B -2.6010 -1.3403 -1.2862
H -3.3226 -1.8859 -2.0847
H -1.7353 -2.1061 -0.9871
H -2.0638 -0.4478 -1.8832
H -3.2576 -0.9280 -0.3716
C 2.0071 -0.0031 -4.1532
C 1.4236 0.0599 -2.7439
C 0.5287 1.2678 -2.6010
O 0.0089 1.3581 -1.2880
C -0.5030 2.6403 -1.0154
N 0.6907 -1.1841 -2.4063
H 2.6133 0.8852 -4.3470
H 1.2089 -0.0609 -4.8952
H 2.6720 -0.8593 -4.2674
H 2.2790 0.1188 -2.0665
H -0.3006 1.2295 -3.3149
H 1.1558 2.1448 -2.7928
H -1.3363 2.8789 -1.7080
H 0.2204 3.4515 -1.0657
H -1.0988 2.6039 -0.0989
H 0.0571 -1.4228 -3.1720
H 1.3678 -1.9440 -2.4819
C 3.5325 -1.2749 1.7785
C 2.4350 -1.4985 0.7411
C 1.4797 -2.5915 1.1949
O 0.4130 -2.7362 0.2759
C 0.3819 -4.0084 -0.3466
N 1.5876 -0.2749 0.5948
H 4.1168 -2.1632 2.0187
H 3.1000 -0.8776 2.6989
H 4.2325 -0.5316 1.3864
H 2.8682 -1.7411 -0.2332
H 1.1140 -2.3796 2.2045
H 2.0403 -3.5290 1.2853
H 0.1774 -4.7877 0.3952
H 1.2748 -4.1946 -0.9436
H -0.5210 -4.0481 -0.9602
H 2.1831 0.4495 0.1899
H 1.4637 0.0732 1.5472
```

Output
Gap between HOMO and LUMO (spin up / spin down) ... 6.72 / 8.13 eV
HOMO level (spin up / spin down) ... -0.250 / -0.302 Ha
Multiplicity ... 4
Strongest force on any atom ... 0.0482 Eh/bohr
Expectation value of S² ... 3.754
E_LUMO (spin up / spin down) ... -0.07 / -0.08 eV
Relative energy (zero: lowest compared OMol25 entry of this formula, charge and spin) ... 0.0000 eV

Here are the Mulliken charges for atoms 1 to 4, given in e: V 0.99; C -0.45; O -0.21; O -0.65